# 1
The following is a DFT calculation (ωB97M-V/def2-TZVPD) of a 2-piece molecular cluster, C18H19NO2 overall.

Values from the calculation:
**ΔE to the lowest compared entry with this formula, charge and spin**: 3.167 eV
**Net charge**: 0
**HOMO energy**: -7.47 eV

Last column: natural (NBO) charge in e.
Element x y z (Å)
C: 1.049 -3.724 -0.476  -0.69
C: 0.046 -2.586 -0.375  0.68
N: -1.226 -2.959 -0.547  -0.75
C: -2.398 -2.317 -0.459  0.69
C: -3.581 -3.273 -0.475  -0.69
O: -2.631 -1.098 -0.385  -0.73
O: 0.495 -1.452 -0.146  -0.70
H: 0.562 -4.701 -0.512  0.22
H: 1.654 -3.596 -1.382  0.21
H: 1.719 -3.679 0.390  0.21
H: -3.237 -4.310 -0.475  0.22
H: -4.207 -3.100 0.406  0.21
H: -4.188 -3.099 -1.371  0.22
C: 1.516 1.765 4.854  -0.65
C: 0.985 1.700 3.457  0.10
C: -0.381 1.450 3.245  -0.25
C: -0.868 1.269 1.969  -0.08
C: -0.008 1.397 0.832  -0.10
C: -0.525 1.007 -0.413  0.19
C: 0.056 1.162 -1.695  -0.17
C: -0.839 1.385 -2.775  -0.12
C: -0.363 1.583 -4.061  -0.22
C: 1.020 1.576 -4.311  -0.17
C: 1.917 1.315 -3.262  -0.17
C: 1.447 1.052 -1.981  -0.15
C: 1.325 1.860 1.058  -0.10
C: 1.817 1.926 2.350  -0.25
H: 2.610 1.780 4.862  0.22
H: 1.165 2.675 5.353  0.24
H: 1.173 0.917 5.460  0.24
H: -1.040 1.366 4.111  0.22
H: -1.907 0.987 1.794  0.24
H: -1.516 0.561 -0.386  0.29
H: -1.908 1.391 -2.550  0.23
H: -1.070 1.736 -4.877  0.22
H: 1.393 1.757 -5.321  0.22
H: 2.992 1.307 -3.451  0.22
H: 2.120 0.717 -1.191  0.23
H: 1.962 2.108 0.210  0.22
H: 2.871 2.145 2.525  0.22


# 2
The following is a DFT calculation (ωB97M-V/def2-TZVPD) of C53H35I4N4RuSe as an isolated structure.

Values from the calculation:
**⟨S²⟩**: 0.7640
**Spin multiplicity**: 2
**ΔE to the lowest compared entry with this formula, charge and spin**: 0.000 eV
**Net charge**: 0
**HOMO energy (spin up / spin down)**: -7.39 / -7.33 eV

Last column: Löwdin spin population.
Element x y z (Å)
Ru: -0.991 -0.537 -0.383  0.76
I: -2.750 4.223 -8.731  0.00
C: -2.456 3.211 -6.942  0.00
C: -3.544 2.675 -6.269  0.00
C: -3.335 1.979 -5.086  0.00
C: -2.054 1.809 -4.573  0.00
C: -0.978 2.364 -5.256  0.00
C: -1.171 3.067 -6.437  0.00
C: -1.827 1.026 -3.319  0.00
C: -1.180 -0.190 -3.423  0.00
C: -0.785 -0.822 -4.677  0.00
C: -0.109 -1.936 -4.360  0.00
C: -0.096 -2.026 -2.907  0.01
C: 0.498 -3.037 -2.179  -0.01
C: 1.357 -4.017 -2.915  0.00
C: 0.813 -5.150 -3.507  0.00
C: 1.613 -6.030 -4.225  0.00
C: 2.970 -5.769 -4.346  0.00
I: 4.170 -7.060 -5.444  0.00
C: 3.531 -4.647 -3.752  0.00
C: 2.720 -3.777 -3.038  0.00
C: 0.390 -3.198 -0.799  0.01
N: -0.278 -2.367 0.063  0.01
C: -0.105 -2.882 1.321  0.01
C: -0.612 -2.346 2.507  0.00
C: -0.160 -2.987 3.783  0.00
C: 1.192 -2.962 4.110  0.00
C: 1.650 -3.510 5.300  0.00
C: 0.746 -4.089 6.178  0.00
I: 1.420 -4.897 7.968  0.00
C: -0.605 -4.135 5.866  0.00
C: -1.047 -3.587 4.671  0.00
C: -1.417 -1.223 2.581  0.00
C: -2.011 -0.701 3.804  0.00
C: -2.573 0.477 3.502  0.00
C: -2.349 0.715 2.085  0.00
N: -1.656 -0.343 1.556  0.00
C: -2.628 1.893 1.408  0.00
C: -2.528 2.036 0.023  0.01
C: -3.020 3.169 -0.707  0.01
C: -2.845 2.909 -2.022  0.01
C: -2.234 1.615 -2.122  0.01
N: -2.066 1.093 -0.862  0.01
C: -2.953 3.132 2.186  0.00
C: -2.100 4.228 2.082  0.00
C: -2.290 5.364 2.858  0.00
C: -3.351 5.411 3.749  0.00
I: -3.604 7.071 4.967  0.00
C: -4.240 4.349 3.837  0.00
C: -4.038 3.223 3.053  0.00
C: 0.650 -4.099 1.236  0.01
C: 0.961 -4.288 -0.068  0.01
N: -0.765 -0.960 -2.379  -0.01
H: -4.544 2.793 -6.662  0.00
H: -4.180 1.551 -4.560  0.00
H: 0.022 2.247 -4.855  0.00
H: -0.327 3.498 -6.957  0.00
H: -1.025 -0.453 -5.660  0.00
H: 0.340 -2.651 -5.030  0.00
H: -0.248 -5.345 -3.410  0.00
H: 1.180 -6.908 -4.684  0.00
H: 4.590 -4.450 -3.847  0.00
H: 3.146 -2.896 -2.573  0.00
H: 1.894 -2.488 3.435  0.00
H: 2.705 -3.481 5.538  0.00
H: -1.309 -4.598 6.544  0.00
H: -2.097 -3.657 4.413  0.00
H: -1.990 -1.172 4.772  0.00
H: -3.100 1.121 4.183  0.00
H: -3.476 4.038 -0.264  0.00
H: -3.112 3.533 -2.858  0.00
H: -1.255 4.183 1.406  0.00
H: -1.609 6.199 2.768  0.00
H: -5.090 4.399 4.503  0.00
H: -4.767 2.423 3.088  0.00
H: 0.881 -4.744 2.067  0.00
H: 1.515 -5.101 -0.507  0.00
C: 5.281 3.140 3.115  0.00
C: 4.259 2.464 2.239  0.01
C: 2.919 2.430 2.582  0.00
C: 1.962 1.811 1.782  0.01
C: 0.539 1.836 2.223  0.00
C: 2.355 1.196 0.593  0.01
Se: 1.228 0.267 -0.692  0.13
C: 3.714 1.224 0.216  0.01
C: 4.280 0.617 -1.053  0.00
C: 4.628 1.857 1.049  0.00
H: 4.824 3.531 4.023  0.00
H: 5.759 3.972 2.595  0.00
H: 6.071 2.445 3.407  0.00
H: 2.591 2.909 3.499  0.00
H: 0.339 2.706 2.850  0.00
H: 0.280 0.942 2.795  0.00
H: -0.113 1.870 1.356  0.00
H: 3.578 -0.007 -1.593  0.00
H: 5.152 0.007 -0.814  0.00
H: 4.608 1.405 -1.734  0.00
H: 5.671 1.868 0.746  0.00


# 3
The following is a DFT calculation (ωB97M-V/def2-TZVPD) of C41H38CoN3O5P2Se3Te as an isolated structure.

Values from the calculation:
**⟨S²⟩**: 0.7925
**Spin multiplicity**: 2
**ΔE to the lowest compared entry with this formula, charge and spin**: 0.722 eV
**Net charge**: -1
**HOMO energy (spin up / spin down)**: -2.66 / -2.67 eV

Last column: Löwdin spin population.
Element x y z (Å)
Co: 1.843 -1.923 0.881  1.00
Se: 2.221 -4.328 1.044  -0.02
Se: 4.487 -4.369 1.071  0.00
Te: 5.139 -3.163 -1.085  0.01
Se: 3.489 -1.339 -1.293  0.02
C: 1.829 -0.673 4.931  0.00
C: 2.142 -1.816 3.973  0.00
C: 2.352 -3.115 4.738  0.00
O: 1.040 -2.010 3.070  0.03
C: 3.440 -1.470 3.184  0.00
O: 4.422 -1.127 3.835  0.00
O: 3.382 -1.575 1.913  -0.02
H: 0.931 -0.901 5.513  0.00
H: 1.672 0.258 4.379  0.00
H: 2.673 -0.535 5.604  0.00
H: 1.446 -3.369 5.295  0.00
H: 3.189 -2.993 5.424  0.00
H: 2.570 -3.926 4.043  0.00
H: 0.570 -1.170 3.014  0.00
O: 1.216 0.196 1.521  0.01
P: 1.143 1.673 1.379  0.00
C: -0.270 2.220 0.322  0.00
P: -0.075 1.748 -1.456  0.00
O: 0.502 0.409 -1.633  0.00
C: 0.904 3.025 -2.280  0.00
C: 2.041 2.563 -2.939  0.00
C: 2.852 3.454 -3.624  0.00
C: 2.522 4.801 -3.670  0.00
C: 1.382 5.261 -3.024  0.00
C: 0.578 4.378 -2.323  0.00
C: -1.793 1.831 -2.035  0.00
C: -2.318 0.628 -2.501  0.00
C: -3.647 0.545 -2.883  0.00
C: -4.458 1.669 -2.813  0.00
C: -3.936 2.874 -2.359  0.00
C: -2.611 2.956 -1.962  0.00
C: 2.640 2.446 0.765  0.00
C: 3.756 1.647 0.542  0.00
C: 4.919 2.222 0.050  0.00
C: 4.973 3.586 -0.184  0.00
C: 3.868 4.392 0.081  0.00
C: 2.699 3.824 0.549  0.00
C: 0.770 2.458 2.969  0.00
C: 1.664 3.295 3.630  0.00
C: 1.357 3.776 4.893  0.00
C: 0.164 3.420 5.505  0.00
C: -0.730 2.580 4.854  0.00
C: -0.426 2.100 3.593  0.00
H: -0.454 3.289 0.442  0.00
H: -1.134 1.653 0.676  0.00
H: 2.286 1.505 -2.894  0.00
H: 3.738 3.089 -4.126  0.00
H: 3.149 5.498 -4.213  0.00
H: 1.120 6.311 -3.066  0.00
H: -0.305 4.747 -1.813  0.00
H: -1.665 -0.235 -2.540  0.00
H: -4.057 -0.399 -3.221  0.00
H: -5.499 1.609 -3.103  0.00
H: -4.570 3.749 -2.301  0.00
H: -2.225 3.895 -1.587  0.00
H: 3.708 0.583 0.754  0.00
H: 5.778 1.595 -0.148  0.00
H: 5.881 4.038 -0.564  0.00
H: 3.920 5.462 -0.078  0.00
H: 1.836 4.447 0.762  0.00
H: 2.601 3.560 3.157  0.00
H: 2.060 4.415 5.412  0.00
H: -0.057 3.777 6.503  0.00
H: -1.657 2.297 5.337  0.00
H: -1.108 1.432 3.079  0.00
N: -3.153 -4.623 -3.120  0.00
C: -4.391 -5.175 -3.327  0.00
C: -4.924 -5.925 -4.365  0.00
C: -6.240 -6.332 -4.228  0.00
C: -6.993 -5.993 -3.099  0.00
C: -6.461 -5.237 -2.071  0.00
C: -5.135 -4.820 -2.182  0.00
N: -4.357 -4.087 -1.323  0.00
C: -3.180 -3.991 -1.894  0.00
C: -2.019 -3.347 -1.322  0.00
C: -0.791 -3.264 -1.985  0.00
C: 0.301 -2.710 -1.358  0.00
N: 0.266 -2.223 -0.112  -0.01
C: -0.923 -2.253 0.509  0.00
C: -2.063 -2.787 -0.042  0.00
H: -2.347 -4.718 -3.711  0.00
H: -4.334 -6.188 -5.233  0.00
H: -6.695 -6.922 -5.013  0.00
H: -8.018 -6.333 -3.030  0.00
H: -7.042 -4.979 -1.196  0.00
H: -0.671 -3.615 -3.002  0.00
H: 1.253 -2.614 -1.869  0.00
H: -0.953 -1.822 1.501  0.00
H: -2.997 -2.791 0.502  0.00


# 4
The following is a DFT calculation (ωB97M-V/def2-TZVPD) of a 4-piece molecular cluster, C5H13NO3 overall.

Values from the calculation:
**ΔE to the lowest compared entry with this formula, charge and spin**: 2.808 eV
**Net charge**: 0
**Structure (SMILES)**: Cc1ccc[nH]1.O.O.O
**HOMO energy**: -9.08 eV

Last column: natural (NBO) charge in e.
Element x y z (Å)
C: 0.705 -0.023 -3.070  -0.64
C: 0.386 -0.115 -1.578  0.13
C: 0.917 -0.276 -0.362  -0.30
C: 0.056 -0.736 0.654  -0.40
C: -1.190 -0.921 0.050  -0.03
N: -0.952 -0.629 -1.288  -0.52
H: -0.091 0.551 -3.548  0.23
H: 1.640 0.358 -3.129  0.23
H: 0.857 -1.097 -3.401  0.23
H: 1.998 -0.228 -0.033  0.23
H: 0.281 -0.683 1.650  0.22
H: -2.203 -1.252 0.404  0.23
H: -1.560 -0.894 -2.012  0.40
O: -1.678 1.484 3.051  -0.93
H: -0.828 1.809 3.280  0.47
H: -1.535 0.953 2.291  0.46
O: -0.434 2.945 -0.446  -0.92
H: -0.269 2.190 -0.078  0.45
H: -0.487 2.790 -1.425  0.47
O: 2.172 -2.369 1.983  -0.93
H: 1.672 -2.186 2.764  0.45
H: 1.460 -1.952 1.386  0.47